No. 1
A cluster of 4 separate species, C23H41N4O5S in total. Source: the OMol25 dataset; level of theory: the ωB97M-V functional and the def2-TZVPD basis.

Geometry as XYZ:
```
74
Properties=species:S:1:pos:R:3
C -7.926 -3.905 -1.594
C -6.880 -3.359 -0.795
C -6.672 -1.800 -0.861
C -5.278 -1.321 -0.367
C -5.242 -0.516 0.867
C -3.960 -0.001 1.351
C -3.951 0.851 2.657
O -3.182 0.587 3.529
O -4.889 1.877 2.793
S -5.088 2.771 1.367
C -2.720 -0.292 0.601
C -1.299 0.241 1.008
C -0.915 1.626 0.262
N -2.108 2.207 -0.408
N -0.347 2.628 1.177
N 0.060 1.299 -0.802
C -2.865 -1.132 -0.587
N -4.095 -1.600 -1.020
H -7.748 -4.415 -2.578
H -9.011 -3.820 -1.286
H -6.313 -4.068 -0.144
H -7.495 -1.265 -0.310
H -6.760 -1.498 -1.943
H -6.202 -0.303 1.396
H -6.198 2.226 0.746
H -0.559 -0.534 0.657
H -1.167 0.319 2.115
H -2.014 3.224 -0.448
H -2.116 1.854 -1.371
H 0.283 2.154 1.837
H -1.075 3.044 1.763
H 1.021 1.286 -0.433
H -0.158 0.412 -1.260
H -1.951 -1.406 -1.169
H -4.185 -2.177 -1.865
C 5.448 1.294 0.206
C 5.596 -0.008 0.971
C 4.474 0.095 1.988
O 3.430 0.868 1.376
C 3.941 1.472 0.179
H 5.892 1.272 -0.790
H 5.911 2.110 0.768
H 5.416 -0.854 0.300
H 6.576 -0.138 1.430
H 4.800 0.625 2.889
H 4.082 -0.881 2.282
H 3.495 0.950 -0.676
H 3.643 2.521 0.141
C -3.896 0.070 -6.014
C -4.289 -1.381 -6.222
C -3.362 -2.100 -5.259
O -3.120 -1.197 -4.165
C -3.603 0.107 -4.526
H -4.666 0.781 -6.313
H -2.987 0.293 -6.579
H -5.330 -1.529 -5.921
H -4.180 -1.722 -7.251
H -2.400 -2.326 -5.727
H -3.791 -3.029 -4.879
H -4.514 0.300 -3.947
H -2.858 0.860 -4.263
C 8.304 0.742 5.108
C 9.355 -0.297 4.771
C 9.316 -0.304 3.254
O 8.945 1.020 2.842
C 8.491 1.751 3.990
H 8.420 1.179 6.100
H 7.307 0.295 5.046
H 10.336 0.042 5.118
H 9.160 -1.278 5.207
H 8.555 -0.998 2.880
H 10.277 -0.569 2.811
H 9.261 2.487 4.245
H 7.569 2.282 3.745
```

Calculated values
**Multiplicity**: 1
**Relative energy (zero: lowest compared OMol25 entry of this formula, charge and spin)**: 51.4 kcal per mole
**Electronic energy**: -51536.071 eV
**Charge**: +1
**HOMO level**: -10.8 eV
**Orbital gap**: 6.41 eV

Atomic partial charges in e from the Löwdin method, atoms 1 to 8:
1. C 0.001
2. C -0.151
3. C -0.130
4. C -0.148
5. C 0.063
6. C -0.041
7. C -0.492
8. O 0.173

=====

No. 2
A structure of composition C16H14AuCl3N3S2Si. Source: the OMol25 dataset; level of theory: the ωB97M-V functional and the def2-TZVPD basis.

Geometry as XYZ:
```
40
Properties=species:S:1:pos:R:3
Au 2.506 0.541 -0.849
S 6.480 -0.868 0.687
C 6.644 -0.768 -1.022
C 5.497 -0.389 -1.635
C 4.445 -0.180 -0.701
C 4.833 -0.395 0.616
C 3.951 -0.317 1.796
C 4.367 -0.558 3.100
C 3.437 -0.493 4.124
C 2.116 -0.199 3.833
C 1.777 0.044 2.509
N 2.678 -0.010 1.536
H 7.593 -1.000 -1.479
H 5.404 -0.281 -2.705
H 5.403 -0.801 3.298
H 3.739 -0.666 5.149
H 1.360 -0.154 4.605
H 0.766 0.293 2.208
Cl -0.637 2.601 -0.661
Si 1.332 2.577 -1.175
Cl 2.244 3.925 0.024
Cl 1.459 3.098 -3.116
N -2.299 -1.474 -2.465
C -1.862 -0.807 -1.403
S -0.209 -0.924 -0.972
N -2.709 -0.089 -0.663
C -4.134 -0.057 -0.748
C -4.872 -1.220 -0.940
C -6.256 -1.151 -0.998
C -6.906 0.067 -0.863
C -6.164 1.220 -0.654
C -4.781 1.161 -0.590
H -1.626 -1.988 -3.009
H -3.253 -1.413 -2.784
H -2.279 0.564 -0.027
H -4.374 -2.179 -1.006
H -6.824 -2.060 -1.147
H -7.985 0.115 -0.907
H -6.660 2.175 -0.542
H -4.202 2.062 -0.423
```

Calculated values
**Multiplicity**: 1
**Relative energy (zero: lowest compared OMol25 entry of this formula, charge and spin)**: 0.0 kcal per mole
**Electronic energy**: -92093.656 eV
**Charge**: +1
**HOMO level (alpha / beta)**: -11.3 / -11.3 eV
**Orbital gap (alpha / beta)**: 4.82 / 4.82 eV

Atomic partial charges in e from the Löwdin method, atoms 1 to 8:
1. Au 0.778
2. S 1.090
3. C -0.379
4. C -0.202
5. C -0.319
6. C -0.511
7. C -0.298
8. C -0.010

=====

No. 3
A cluster of 2 separate species, C3H11NO in total. Source: the OMol25 dataset; level of theory: the ωB97M-V functional and the def2-TZVPD basis.

Geometry as XYZ:
```
16
Properties=species:S:1:pos:R:3
C -1.590 -0.576 -0.697
C -0.287 0.058 -0.219
C -0.519 1.482 0.287
N 0.362 -0.694 0.885
H -2.057 0.081 -1.428
H -1.401 -1.517 -1.209
H -2.269 -0.757 0.139
H 0.420 0.064 -1.052
H 0.334 1.823 0.879
H -0.718 2.204 -0.503
H -1.411 1.471 0.928
H 0.369 -1.691 0.719
H -0.106 -0.463 1.751
O 2.970 -0.476 -0.557
H 2.193 -0.579 0.024
H 3.710 -0.429 0.052
```

Calculated values
**Multiplicity**: 1
**Relative energy (zero: lowest compared OMol25 entry of this formula, charge and spin)**: 0.9 kcal per mole
**Electronic energy**: -6827.208 eV
**Charge**: 0
**SMILES**: CC(C)N.O
**HOMO level**: -9.7 eV
**Orbital gap**: 10.75 eV

Atomic partial charges in e from the Löwdin method, atoms 1 to 8:
1. C -0.081
2. C -0.502
3. C -0.075
4. N 0.006
5. H 0.075
6. H 0.071
7. H 0.077
8. H 0.119